The following is a DFT calculation (the ωB97M-V functional and the def2-TZVPD basis) of C6H11N in the gas phase at a distorted geometry.

Output
- SMILES = C/C=C/C=C/NC
- relative energy (zero: lowest compared OMol25 entry of this formula, charge and spin) (kcal per mole) = 45.1
- LUMO (eV) = 1.15

```
18
Properties=species:S:1:pos:R:3:forces:R:3:lowdin_charge:R:1
C -1.324056 0.791458 -3.394487 0.5 -0.5 0.1 -0.1154
C -0.938312 1.009117 -1.953303 1.0 1.1 -1.2 -0.1841
C -0.092204 0.329275 -1.181537 -0.1 0.9 0.6 -0.1503
C 0.022604 0.644146 0.248102 0.7 -0.3 0.4 -0.1304
C 0.447257 -0.323092 1.066957 1.0 -0.4 -0.2 -0.1918
N 0.826745 -0.273879 2.385398 -0.3 0.5 0.5 -0.0902
C 1.143526 -1.477791 3.128400 -0.5 0.0 0.0 -0.1072
H -2.096564 0.020041 -3.409335 -0.2 0.2 -0.3 0.0688
H -0.518286 0.432719 -4.042609 0.1 -0.1 0.2 0.0686
H -1.665318 1.718074 -3.851117 -0.3 -0.1 0.1 0.0613
H -1.148237 2.034447 -1.645070 -0.9 -0.5 0.8 0.0991
H 0.682580 -0.346182 -1.530494 -0.8 -0.8 -0.3 0.1105
H -0.129670 1.634078 0.658177 -0.4 0.2 -0.2 0.1020
H 0.705726 -1.277448 0.619051 -0.2 -0.1 -0.1 0.1134
H 0.477591 0.501989 2.922895 0.1 0.0 0.0 0.1218
H 0.635188 -1.504696 4.094474 -0.1 0.1 -0.1 0.0772
H 0.766228 -2.311479 2.542130 0.2 -0.3 0.1 0.0744
H 2.205201 -1.600778 3.342366 0.1 0.0 -0.3 0.0721
```
Positions in Å, forces in eV/Å.